#i
{"formula": "C4H11NO3", "method": "the ωB97M-V functional and the def2-TZVPD basis", "total_charge": 0, "homo_energy_ev": -9.4, "smiles": "CN(C=O)CCO.O", "lumo_ev": 0.69, "symbols": ["C", "N", "C", "O", "C", "C", "O", "H", "H", "H", "H", "H", "H", "H", "H", "H", "O", "H", "H"], "coordinates": [[-1.597, 0.228, 0.955], [-0.725, 0.443, -0.263], [-0.327, 1.747, -0.537], [0.476, 1.871, -1.430], [0.463, -0.587, -0.105], [0.107, -1.962, -0.461], [-1.089, -2.201, 0.217], [-1.042, -0.326, 1.781], [-2.209, 1.127, 1.290], [-2.285, -0.597, 0.743], [-0.985, 2.575, -0.122], [0.635, -0.511, 0.938], [1.382, -0.236, -0.451], [-0.150, -2.064, -1.607], [0.785, -2.691, -0.127], [-1.441, -3.120, 0.054], [2.805, 1.890, -0.030], [2.360, 2.639, 0.168], [2.836, 1.776, -1.013]]}

---

#ii
{"formula": "C4H11NO3", "method": "the ωB97M-V functional and the def2-TZVPD basis", "total_charge": 0, "homo_energy_ev": -8.1, "lumo_ev": 0.83, "symbols": ["C", "C", "C", "C", "N", "O", "O", "O", "H", "H", "H", "H", "H", "H", "H", "H", "H", "H", "H"], "coordinates": [[-0.355, 0.440, -0.304], [0.072, -0.616, 0.587], [1.918, -0.108, 0.733], [-2.210, -0.136, -0.335], [-0.344, 1.805, 0.068], [0.060, 0.262, -1.607], [0.140, -1.907, 0.087], [2.647, -0.737, -0.293], [0.237, 1.145, -1.966], [0.207, -1.827, -0.883], [2.454, -1.686, -0.237], [-0.312, -0.578, 1.600], [-1.236, 2.116, 0.445], [0.337, 2.024, 0.787], [2.154, 0.955, 0.724], [2.205, -0.505, 1.712], [-2.825, 0.766, -0.274], [-2.629, -0.802, 0.424], [-2.522, -0.610, -1.269]]}

---

The structure with the greatest stability is #i.

---

#i
{"formula": "C2H9N2S2", "method": "the ωB97M-V functional and the def2-TZVPD basis", "total_charge": 1, "homo_energy_ev": -13.6, "lumo_ev": -3.93, "symbols": ["C", "C", "N", "N", "S", "S", "H", "H", "H", "H", "H", "H", "H", "H", "H"], "coordinates": [[-2.028, 0.697, 0.940], [-0.891, 0.242, -0.038], [0.036, -0.491, 0.460], [2.298, -0.352, -0.999], [-1.702, -0.051, 2.644], [-0.642, 0.967, -1.530], [-3.052, 0.552, 0.584], [-1.878, 1.702, 1.196], [0.960, -0.532, -0.151], [0.083, -0.738, 1.412], [2.992, -1.133, -0.928], [2.651, 0.578, -0.708], [2.092, -0.260, -1.996], [-2.622, -1.115, 2.496], [-1.940, 1.505, -1.639]]}

---

#ii
{"formula": "C2H9N2S2", "method": "the ωB97M-V functional and the def2-TZVPD basis", "total_charge": 1, "homo_energy_ev": -13.5, "lumo_ev": -4.11, "symbols": ["C", "C", "N", "N", "S", "S", "H", "H", "H", "H", "H", "H", "H", "H", "H"], "coordinates": [[-0.228, 0.332, -1.315], [-0.084, -0.731, -0.306], [-1.011, -1.592, -0.049], [-0.498, 0.855, 1.451], [2.577, 0.614, 0.021], [1.497, -1.095, 0.285], [-1.238, 0.471, -1.639], [-0.064, 1.314, -1.136], [0.164, -0.130, -2.241], [-1.863, -1.232, -0.302], [-0.970, -2.163, 0.840], [-1.221, 0.466, 2.053], [0.217, 1.166, 2.214], [-0.826, 1.632, 0.991], [3.548, 0.092, -0.866]]}

---

The structure with the greatest stability is #i.

---

#i
{"formula": "C3H18NO4", "method": "the ωB97M-V functional and the def2-TZVPD basis", "total_charge": 1, "homo_energy_ev": -14.8, "lumo_ev": -2.47, "symbols": ["C", "C", "C", "N", "H", "H", "H", "H", "H", "H", "H", "H", "H", "H", "H", "H", "O", "H", "H", "O", "H", "H", "O", "H", "H", "O"], "coordinates": [[0.705, -0.292, -1.295], [-0.286, -0.119, -2.421], [0.240, 0.783, -3.533], [0.230, -1.208, -0.248], [1.690, -0.574, -1.678], [0.959, 0.684, -0.869], [-1.198, 0.314, -2.005], [-0.624, -1.062, -2.874], [0.248, 1.839, -3.284], [1.286, 0.538, -3.744], [-0.333, 0.664, -4.443], [-0.784, -1.022, -0.057], [0.354, -2.179, -0.518], [0.755, -1.035, 0.633], [2.173, -1.483, 2.508], [2.860, -0.311, 1.715], [2.054, -0.848, 1.794], [-2.948, -0.341, 0.963], [-3.047, -1.559, -0.025], [-2.474, -0.843, 0.266], [-3.751, 0.666, 3.043], [-4.401, 1.318, 1.813], [-3.616, 0.838, 2.105], [2.921, 2.212, 2.597], [4.207, 1.915, 1.758], [3.307, 1.627, 1.936]]}

---

#ii
{"formula": "C3H18NO4", "method": "the ωB97M-V functional and the def2-TZVPD basis", "total_charge": 1, "homo_energy_ev": -13.5, "lumo_ev": -2.77, "symbols": ["C", "C", "C", "N", "H", "H", "H", "H", "H", "H", "H", "H", "H", "H", "H", "H", "O", "H", "H", "O", "H", "H", "O", "H", "H", "O"], "coordinates": [[0.918, -0.902, -1.263], [-0.535, -1.446, -1.709], [-1.363, -0.264, -1.941], [1.216, -1.075, 0.224], [1.873, -1.473, -1.600], [0.975, 0.213, -1.576], [-0.981, -2.032, -0.817], [-0.483, -2.084, -2.665], [-1.183, 0.717, -1.610], [-1.051, 0.031, -3.091], [-2.337, -0.423, -1.999], [0.429, -1.396, 0.770], [1.786, -1.904, 0.380], [1.897, -0.368, 0.583], [4.323, -0.713, 0.901], [3.825, 0.533, 1.676], [3.571, -0.118, 1.054], [-2.071, -0.524, 1.265], [-2.201, -0.943, 2.732], [-1.609, -0.600, 2.120], [-6.260, 3.479, -1.062], [-6.651, 2.278, -0.242], [-5.981, 2.633, -0.762], [3.461, 2.524, 2.430], [4.627, 2.077, 3.365], [3.806, 1.780, 2.837]]}

---

The structure with the greatest stability is #i.